Run A
Entry from the Open Molecules 2025 dataset: a 3-piece molecular cluster, C6H16N2O overall (ωB97M-V/def2-TZVPD).

Atoms and positions in Å:
1 C 0.4079 -0.2547 -0.3927
2 C -1.8029 -1.0973 -0.8959
3 C 2.1823 2.0023 0.6449
4 C -1.2354 1.3515 0.3530
5 C 1.0637 -0.9756 -1.5477
6 C 0.6783 -0.8725 0.9658
7 N -0.6635 0.5119 -0.6658
8 N -2.4757 -1.5348 0.2246
9 O 1.5541 1.3804 -0.4001
10 H -3.0589 -0.8589 0.6966
11 H -1.9738 -2.1484 0.8502
12 H -1.2837 -1.8966 -1.4105
13 H -2.4192 -0.5347 -1.5872
14 H 1.4731 2.5584 1.3016
15 H 2.8874 2.7715 0.2840
16 H 2.7248 1.2980 1.3118
17 H -0.6316 2.2578 0.4273
18 H -2.2428 1.6404 0.0385
19 H -1.2863 0.9255 1.3625
20 H 2.1226 -0.7172 -1.5109
21 H 0.6655 -0.6337 -2.5011
22 H 0.9676 -2.0592 -1.4707
23 H 0.0799 -0.4740 1.7828
24 H 0.5403 -1.9536 0.9393
25 H 1.7263 -0.6863 1.1997

Its HOMO energy is -7.555 eV. The calculation puts the HOMO-LUMO gap at 0.300 Ha.

=====

Run B
Entry from the Open Molecules 2025 dataset: a 2-piece molecular cluster, C6H16N2O overall (ωB97M-V/def2-TZVPD).

Atoms and positions in Å:
1 H -1.0861 2.2293 0.4842
2 N -1.5248 1.5077 -0.0800
3 C -1.1186 0.3270 0.0837
4 C -1.7984 -0.7303 -0.7281
5 C -0.1954 -0.1046 1.2453
6 C 0.8086 0.9957 1.6239
7 C 0.5504 -1.4461 1.1595
8 O -1.1437 -0.3137 2.2964
9 H -2.1660 -1.5095 -0.0703
10 H -2.6233 -0.2766 -1.2664
11 H -1.1163 -1.1832 -1.4423
12 H 1.3434 0.6921 2.5154
13 H 1.5181 1.1586 0.8176
14 H 0.3136 1.9384 1.8459
15 H 1.6085 -1.3148 0.9533
16 H 0.1144 -2.1245 0.4302
17 H 0.4578 -1.9138 2.1411
18 H -1.6720 0.4835 2.4212
19 C 1.0644 0.7384 -2.3094
20 N 1.4733 -0.5441 -1.7653
21 H 0.0194 1.0095 -2.1239
22 H 1.2288 0.7292 -3.3859
23 H 1.7005 1.5111 -1.8794
24 H 1.3023 -0.5627 -0.7744
25 H 0.9413 -1.2964 -2.1924

Its HOMO energy is -9.298 eV. As for the structure (SMILES): [H]/N=C(/C)C(C)(C)O.CN. The calculation puts the HOMO-LUMO gap at 0.372 Ha.

=====

Stability comparison, relative energies in kJ/mol: run A 318.1; run B 0.0

=====

Run A
Entry from the Open Molecules 2025 dataset: C7H12O2 as an isolated structure (ωB97M-V/def2-TZVPD).

Atoms and positions in Å:
1 C -0.2131 -2.1327 -0.2677
2 C -0.6984 -0.6637 -0.3405
3 C -0.7579 0.0099 1.1445
4 C 0.4974 0.8253 1.4395
5 C 1.2525 0.5136 0.0535
6 C 1.4178 1.0598 -1.4298
7 C 0.1169 0.5096 -0.8945
8 H -0.2133 -2.7124 -1.3839
9 H -0.8949 -2.5955 0.5142
10 H 0.8196 -2.3149 -0.0414
11 H -2.5975 -1.2644 -0.6514
12 H -1.0850 -0.7630 2.0017
13 H -1.6985 1.0405 0.7916
14 H 1.1563 0.5729 2.2299
15 H 0.5769 2.8882 1.0209
16 H 1.7205 -0.4109 0.0951
17 H 1.9295 0.5603 -2.2578
18 H 1.1201 2.0353 -1.9689
19 H -0.5309 1.2777 -0.8309
20 O -1.8301 -0.6114 -0.9096
21 O -0.0879 2.1759 1.6857

Its HOMO energy is -8.925 eV. The calculation puts the HOMO-LUMO gap at 0.358 Ha.

=====

Run B
Entry from the Open Molecules 2025 dataset: one molecule with the formula C7H12O2 (ωB97M-V/def2-TZVPD).

Atoms and positions in Å:
1 C 1.8467 -0.9325 0.9373
2 C 0.7008 -1.4678 0.0822
3 C 0.1993 -0.5751 -1.1797
4 C 1.1443 0.0513 -2.1573
5 O -1.2159 -0.2599 -1.2626
6 C -0.6026 0.4249 -0.2705
7 O -0.4901 1.7868 -0.1261
8 C -1.1210 1.0222 0.9433
9 C -2.5970 1.2019 1.1603
10 H 2.2035 -1.7266 1.5911
11 H 1.5589 -0.0754 1.5470
12 H 2.6860 -0.6316 0.3103
13 H -0.1354 -1.8208 0.6816
14 H 1.0662 -2.3382 -0.4603
15 H 2.1782 0.0428 -1.8113
16 H 1.1119 -0.5432 -3.0884
17 H 0.8725 1.0821 -2.3780
18 H -0.5138 1.0155 1.8359
19 H -3.1523 0.8777 0.2757
20 H -2.9169 0.6133 2.0087
21 H -2.8232 2.2526 1.3610

Its HOMO energy is -8.694 eV. As for the structure (SMILES): CC[C@@]1(C)O[C@]12O[C@H]2C. The calculation puts the HOMO-LUMO gap at 0.356 Ha.

=====

Run C
Entry from the Open Molecules 2025 dataset: one molecule with the formula C7H12O2 (ωB97M-V/def2-TZVPD).

Atoms and positions in Å:
1 C -0.8927 -1.9208 0.9298
2 C -1.1060 -0.5745 0.3244
3 C -2.6777 -0.1290 0.3582
4 O -3.1851 0.9381 0.1152
5 C -0.2527 0.2743 -0.2152
6 C -0.4960 1.5929 -0.8476
7 C 1.3385 -0.2629 -0.1501
8 C 2.3037 0.7158 -0.8014
9 O 1.7301 -0.5567 1.1712
10 H 0.1160 -2.2997 0.8026
11 H -1.0888 -1.8756 2.0016
12 H -1.5810 -2.6442 0.4928
13 H -3.3233 -0.9657 0.7202
14 H -1.5605 1.8038 -0.8949
15 H -0.0187 2.3861 -0.2714
16 H -0.0790 1.6152 -1.8534
17 H 1.3782 -1.2200 -0.6812
18 H 2.2558 1.6948 -0.3246
19 H 2.0906 0.8301 -1.8611
20 H 3.3212 0.3364 -0.6960
21 H 1.7274 0.2615 1.6809

Its HOMO energy is -9.145 eV. As for the structure (SMILES): C/C(C=O)=C(/C)[C@@H](C)O. The calculation puts the HOMO-LUMO gap at 0.361 Ha.

=====

Run D
Entry from the Open Molecules 2025 dataset: one molecule with the formula C7H12O2 (ωB97M-V/def2-TZVPD).

Atoms and positions in Å:
1 C -1.3412 -0.1751 -0.0919
2 C 0.8758 -0.1763 -0.1887
3 C -0.3522 -1.1302 0.2396
4 C -1.9533 0.8033 0.8414
5 C 1.0477 1.2725 0.1606
6 C 1.5698 -0.6580 -1.4213
7 C 0.6432 -1.2459 1.3432
8 O -1.8878 -0.2693 -1.3305
9 O 1.2949 -2.2911 1.5250
10 H -2.3944 0.5269 -1.5471
11 H -0.3733 -2.0130 -0.3906
12 H 0.5844 -0.4547 2.1127
13 H -3.0429 0.6871 0.8280
14 H -1.5965 0.6547 1.8585
15 H -1.7241 1.8336 0.5423
16 H 2.1193 1.4858 0.2023
17 H 0.6301 1.5326 1.1336
18 H 0.6203 1.9605 -0.5864
19 H 1.0182 -0.3964 -2.3347
20 H 2.5619 -0.2038 -1.4954
21 H 1.7002 -1.7431 -1.4006

Its HOMO energy (alpha / beta) is -6.955 / -6.955 eV. The calculation puts the HOMO-LUMO gap (alpha / beta) at 0.265 / 0.265 Ha.

=====

Stability comparison, relative energies in kJ/mol: run A 625.6; run B 209.9; run C 0.0; run D 240.0

=====

Run A
Entry from the Open Molecules 2025 dataset: a 2-piece molecular cluster, C3H7NS overall (ωB97M-V/def2-TZVPD).

Atoms and positions in Å:
1 C 0.2184 0.7817 0.8480
2 C 1.5116 1.0327 0.4283
3 C -0.5080 -0.5863 0.4510
4 N -0.8154 0.6256 -0.2496
5 H -0.2742 1.2798 1.6404
6 H 1.6834 1.4794 -0.5442
7 H 2.3636 0.9455 1.0946
8 H 0.2005 -1.3004 0.0490
9 H -1.3553 -0.9917 1.0080
10 H -0.2202 0.6779 -1.0692
11 S -1.7322 -2.1584 -1.2745
12 H -1.0721 -1.7857 -2.3818

Its HOMO energy is -7.609 eV. The calculation puts the HOMO-LUMO gap at 0.183 Ha.

=====

Run B
Entry from the Open Molecules 2025 dataset: one molecule with the formula C3H7NS (ωB97M-V/def2-TZVPD).

Atoms and positions in Å:
1 S 2.2334 -0.1130 -0.1190
2 C 0.5720 0.0654 0.4441
3 C -0.5763 0.9577 -0.1433
4 N -1.3944 -0.1895 0.0177
5 C -0.2380 -1.0944 -0.0630
6 H 2.6253 1.0737 0.1684
7 H 0.4895 0.1051 1.4757
8 H -0.3509 1.2551 -1.2084
9 H -0.9446 1.8557 0.3886
10 H -2.2004 -0.4423 -0.4873
11 H 0.0561 -1.4364 -1.0729
12 H -0.2719 -2.0373 0.5993

Its HOMO energy is -8.883 eV. As for the structure (SMILES): SC1CNC1. The calculation puts the HOMO-LUMO gap at 0.363 Ha.

=====

Run C
Entry from the Open Molecules 2025 dataset: one molecule with the formula C3H7NS (ωB97M-V/def2-TZVPD).

Atoms and positions in Å:
1 C 2.3135 0.0939 -0.2340
2 C 1.1274 -0.6849 0.2718
3 N -0.0631 -0.1328 0.0870
4 S -1.5636 -1.0816 -0.1388
5 C -2.5335 0.6399 0.0723
6 H 2.0592 1.0520 -0.6439
7 H 2.6712 0.2807 0.8283
8 H 3.0452 -0.7839 -0.9094
9 H 1.2751 -1.6754 0.7844
10 H -2.3021 1.0440 -0.9230
11 H -2.4688 1.0415 1.0142
12 H -3.5605 0.2067 -0.2088

Its HOMO energy is -8.047 eV. As for the structure (SMILES): C/C=N/SC. The calculation puts the HOMO-LUMO gap at 0.322 Ha.

=====

Stability comparison, relative energies in kJ/mol: run A 416.1; run B 0.0; run C 160.3